DFT (ωB97M-V/def2-TZVPD) results for the molecule C5H10O2.

Output
total energy	-346.9474	Eh
SMILES	C[C@@H](O)[C@H]1CCO1
Kohn-Sham gap	10.52	eV
highest occupied orbital energy	-9.6	eV
strongest force on any atom	0.007	hartree/bohr
energy above the lowest of the compared OMol25 structures with the same formula, charge and spin	204.9	kJ/mol

Geometry (Å):
1 C -2.127 -0.562 0.418
2 C -1.076 0.237 -0.330
3 O -0.950 1.487 0.322
4 C 0.245 -0.528 -0.364
5 C 1.497 0.285 -0.736
6 C 1.962 -0.065 0.683
7 O 0.765 -0.808 0.946
8 H -3.047 0.018 0.538
9 H -2.361 -1.482 -0.128
10 H -1.741 -0.824 1.407
11 H -1.390 0.381 -1.381
12 H -0.220 1.967 -0.090
13 H 0.100 -1.459 -0.932
14 H 2.097 -0.093 -1.564
15 H 1.319 1.352 -0.904
16 H 2.068 0.789 1.364
17 H 2.858 -0.693 0.750

Löwdin atomic charge list, values in e, 8 entries: -0.0378, -0.4045, -0.0212, -0.2888, -0.0786, -0.1632, -0.0807, 0.0839